No. 1
C30H57CrF3NO24 | ωB97M-V/def2-TZVPD

Geometry as XYZ:
```
116
Properties=species:S:1:pos:R:3:forces:R:3
Cr 3.095907 2.130499 -1.038072 0.3 0.2 -0.2
C -0.352543 -0.407481 -0.986192 1.4 0.2 -0.4
C 0.834807 -0.457511 0.018968 -0.1 -1.1 -0.5
C 1.278397 -1.923131 0.313608 1.1 0.4 -0.2
O 1.968307 0.314169 -0.285492 -1.7 -1.0 0.5
H -0.651883 0.616879 -1.207942 -0.3 -0.1 0.4
H -1.187613 -1.070121 -0.758882 0.0 0.3 0.5
H 0.014447 -0.801471 -1.933922 0.1 -0.1 -0.1
H 0.502677 -0.134891 1.005738 0.0 0.7 0.4
H 2.025767 -1.961101 1.106138 -0.3 0.3 0.4
H 1.873587 -2.290271 -0.522482 -0.5 -0.2 -0.4
H 0.470087 -2.608921 0.567418 -0.1 0.3 -0.2
C -1.843773 0.947369 -3.877772 -1.1 -0.4 -0.5
C -1.667833 1.222939 -5.420232 0.1 0.4 2.2
O -2.690743 2.138379 -5.903742 2.2 -0.1 0.4
C -3.909003 1.700969 -6.282762 0.5 9.0 -1.3
O -4.271773 0.561209 -6.200162 -2.2 -8.2 0.6
C -4.821383 2.789649 -6.913442 0.6 -1.2 0.5
F -4.901853 3.868899 -6.135362 0.9 0.6 -0.2
F -4.411363 3.175019 -8.176362 -0.5 -0.1 1.2
F -6.073043 2.336499 -6.959922 -0.1 -0.5 -0.8
H -2.002523 1.805189 -3.224282 0.1 0.6 -0.6
H -1.022843 0.420309 -3.391572 0.1 -0.3 -0.7
H -2.759373 0.372009 -3.740942 0.0 -0.4 0.1
H -1.584193 0.295069 -5.986072 -0.4 0.1 -0.1
H -0.695583 1.715449 -5.436562 -0.3 0.5 -0.9
C 2.431297 -1.641381 -3.539552 -0.7 -0.3 -0.4
O 3.627547 -1.191771 -4.169952 2.5 3.1 1.5
C 4.383727 -0.077071 -3.658092 -3.0 -1.0 0.3
O 3.995017 0.617319 -2.688612 1.4 -1.4 -2.1
O 5.423737 0.074369 -4.461472 -1.8 -1.7 0.2
C 6.433127 0.998909 -4.189822 0.3 0.8 0.8
H 2.048087 -2.257281 -4.353132 -0.4 -0.2 0.6
H 1.672057 -0.907131 -3.270242 0.4 0.7 -0.5
H 2.535997 -2.220511 -2.622082 0.8 -0.2 -0.2
H 5.948797 1.973639 -4.131222 0.6 0.3 0.0
H 7.184307 0.921969 -4.975892 -0.4 0.1 0.0
H 6.901737 0.727019 -3.244002 0.1 0.2 0.0
C -0.481103 7.360549 1.491878 -1.2 1.8 -0.2
O -0.353803 5.973199 1.442528 -0.2 -1.9 0.1
C -1.454263 5.190269 1.621088 -1.9 1.1 0.0
O -2.600843 5.583609 1.835418 2.7 -0.9 -0.3
O -1.062943 3.910149 1.447208 0.4 0.4 0.4
C -1.948523 2.833129 1.757858 -0.5 -0.3 0.3
H -1.009833 7.760169 0.626518 -0.2 -0.3 -0.3
H 0.480327 7.873559 1.467558 0.2 -0.7 0.3
H -1.073953 7.703089 2.339988 0.2 -0.2 0.2
H -2.953683 3.163749 2.019488 0.0 0.1 -0.6
H -1.633963 2.238899 2.615788 0.5 0.6 0.3
H -1.903073 2.115079 0.939058 -0.4 0.4 -0.3
C 4.203777 0.328169 2.771328 -1.5 -0.3 0.3
O 5.453867 0.445749 2.186678 1.0 0.9 -1.6
C 5.595847 1.211589 1.079498 0.2 0.4 0.7
O 4.727757 1.848419 0.479648 1.5 -1.4 0.9
O 6.908587 1.220739 0.851318 -0.4 -0.2 -1.0
C 7.375317 1.793859 -0.381392 0.1 0.2 -0.7
H 4.257427 -0.549191 3.415908 0.0 0.2 0.1
H 3.430817 0.161439 2.021108 -0.1 0.0 -0.1
H 3.923077 1.213699 3.341538 0.3 0.0 0.1
H 7.125257 2.853399 -0.435742 0.3 0.0 0.2
H 7.005497 1.345749 -1.303632 -0.9 -0.4 0.5
H 8.436447 1.576659 -0.503552 0.1 0.4 0.9
C -1.385473 -0.449551 3.706658 0.9 -1.6 0.1
O -2.127193 -0.332061 4.925868 -1.7 1.1 -1.2
C -3.492643 -0.069581 4.761638 -1.1 -0.7 -0.6
O -4.069633 0.298419 3.729698 1.9 -0.8 2.8
O -4.064503 -0.444291 5.944908 1.5 0.2 -0.9
C -5.466623 -0.362711 6.145408 -0.9 0.8 -0.5
H -0.973593 0.408969 3.176198 -0.8 0.6 0.4
H -1.849923 -1.136261 2.998968 -0.6 0.4 -0.1
H -0.496013 -1.008831 3.996778 0.1 0.0 0.3
H -5.774303 -0.702781 7.134238 0.8 -0.3 0.0
H -6.017113 -0.955661 5.415018 0.1 0.2 -0.2
H -5.751853 0.688759 6.111528 -0.2 0.0 -0.3
C 3.009777 5.859629 0.663588 0.1 0.4 1.3
O 2.574537 5.207889 1.947808 0.6 0.1 -2.8
C 2.243287 3.937879 1.791968 -0.3 -0.8 0.1
O 2.437007 3.184469 0.819158 -0.7 1.5 1.5
O 1.668097 3.601719 2.954338 -0.5 -0.7 -1.1
C 1.165977 2.257849 3.132108 0.9 0.0 0.5
H 2.164087 6.153159 0.041698 -0.2 -0.6 0.2
H 3.738947 5.252029 0.127658 -0.2 -0.1 0.2
H 3.460717 6.794779 0.995628 0.2 -0.2 0.1
H 2.046927 1.707099 3.461818 -0.5 -0.4 0.2
H 0.734137 1.743799 2.273408 0.2 0.7 -0.4
H 0.415097 2.290439 3.921548 0.2 0.2 0.0
C 3.318157 -4.450911 1.625368 0.9 -0.2 -0.9
O 2.839487 -5.427271 2.522028 -1.0 0.0 0.0
C 1.892557 -6.316031 2.166338 -0.7 -1.5 1.2
O 1.468087 -6.682961 1.101558 0.4 1.2 -0.3
O 1.495647 -6.871551 3.327318 1.3 2.2 0.9
C 0.457857 -7.785151 3.465968 -0.2 -1.5 -1.2
H 4.180207 -4.881101 1.115538 0.0 0.1 -0.3
H 3.685027 -3.592241 2.187678 -0.2 -0.2 0.3
H 2.612727 -4.092171 0.875848 -0.3 -0.4 0.2
H 0.204697 -7.946271 4.513848 0.3 0.4 -0.1
H 0.871797 -8.706901 3.057138 -0.6 -0.4 0.1
H -0.428203 -7.519361 2.889468 0.0 0.1 0.0
C -4.055753 -1.647081 -0.037532 -1.4 0.2 0.6
O -5.173273 -2.636881 -0.164392 3.6 0.1 0.7
C -6.347413 -2.296131 -0.621312 -1.0 0.8 -0.4
O -6.699593 -1.175831 -0.879042 -0.2 -0.2 -0.3
O -7.053403 -3.426581 -0.707182 0.7 -1.0 0.6
C -8.244343 -3.490481 -1.442712 -0.9 1.3 -1.1
H -4.127843 -1.131961 0.920358 -0.5 0.0 0.1
H -4.050053 -0.856301 -0.787692 -0.3 -0.4 -0.3
H -3.082743 -2.134641 0.022608 -0.5 -0.7 -0.5
H -8.102053 -2.857841 -2.318842 -0.4 0.2 0.0
H -9.104813 -3.132401 -0.877502 0.1 0.1 0.1
H -8.496623 -4.474471 -1.837962 0.7 -0.3 0.6
C -0.955123 -4.694091 -0.674462 -0.2 0.7 -1.0
C -0.349923 -4.340881 -1.995472 2.0 0.6 -1.9
N 0.208707 -4.067691 -2.998892 -1.9 -0.7 3.1
H -1.532643 -3.833881 -0.335922 -0.3 0.0 -0.2
H -0.230793 -4.865201 0.121888 0.2 -0.5 -0.5
H -1.640253 -5.520281 -0.864422 0.2 -0.1 0.4
```
Forces are in eV/Å.

Results
**Frontier orbital gap (alpha / beta)**: 5.42 / 6.74 eV
**2S+1**: 9
**Net charge**: +1
**⟨S²⟩**: 20.012

No. 2
C5H3I | ωB97M-V/def2-TZVPD

Geometry as XYZ:
```
9
Properties=species:S:1:pos:R:3:forces:R:3
C -0.050375 0.206923 0.183311 0.9 0.9 -1.0
C 1.489814 1.703376 -1.596756 -0.2 -0.3 0.5
C -0.577380 -0.800807 0.587687 -0.3 0.2 -0.3
C 2.208972 2.586208 -2.092302 -0.4 0.3 -0.6
C -1.307639 -1.715687 1.430551 0.3 -2.6 -1.1
I 2.633604 3.895236 -3.593488 -0.1 -0.6 0.8
H -0.607088 -1.997660 2.192504 0.4 -0.8 0.4
H -1.754102 -2.678696 0.922625 1.0 2.1 0.8
H -2.035806 -1.198892 1.965868 -1.7 0.8 0.6
```
Forces are in eV/Å.

Results
**Frontier orbital gap (alpha / beta)**: 6.68 / 7.67 eV
**2S+1**: 1
**Energy relative to the best compared isomer or geometry (same formula, charge and spin)**: 6.656 eV

No. 3
C8H11NO4 | ωB97M-V/def2-TZVPD

Geometry as XYZ:
```
24
Properties=species:S:1:pos:R:3:forces:R:3
O -0.214373 2.626255 -2.595906 -0.2 -1.2 0.0
C -0.300265 1.468139 -2.271862 2.3 0.1 -0.4
C 0.541397 0.218800 -2.760522 1.8 1.3 0.8
C -0.141296 -0.920968 -2.125649 -2.2 -0.9 -1.7
N -1.174698 -0.582039 -1.446544 0.6 -0.6 1.1
C -1.213019 0.857654 -1.261676 -1.6 -1.3 -0.9
O -2.034873 1.385565 -0.584975 -0.4 0.5 0.4
H 1.558107 0.145710 -2.302339 -0.4 0.9 -0.2
H 0.757555 0.267308 -3.816882 -0.4 -0.5 -0.4
H 0.034191 -2.025014 -2.424753 -0.1 1.8 0.8
C 1.060008 1.597472 0.196922 0.3 4.0 0.0
C 0.319460 0.784600 0.928059 0.2 0.9 0.2
O -0.705096 1.084308 1.743126 -0.6 2.9 0.8
O 0.601288 -0.498575 0.763371 0.2 -1.5 1.5
C -0.237431 -1.442247 1.469693 -1.4 0.5 0.3
C 0.154863 -1.886295 2.961320 -0.4 -2.3 -3.6
H 1.064091 2.741990 0.218884 -0.6 -1.9 0.2
H 1.861332 1.228802 -0.368718 0.9 -0.8 -0.5
H -0.945757 2.117158 1.833173 1.3 -3.6 -0.8
H -1.208565 -0.901969 1.437827 0.3 -1.1 0.6
H -0.359057 -2.250337 0.767430 0.3 -0.5 0.0
H 1.233205 -1.706092 3.076015 -0.4 -0.5 0.3
H -0.440857 -1.258393 3.549501 -0.5 0.6 1.5
H -0.210210 -3.051833 3.014507 1.2 3.0 0.3
```
Forces are in eV/Å.

Results
**Frontier orbital gap**: 8.02 eV
**2S+1**: 1
**Energy relative to the best compared isomer or geometry (same formula, charge and spin)**: 3.369 eV
**SMILES**: O=C1CC=NC1=O.C=C(O)OCC

No. 4
C3H7N2O2 | ωB97M-V/def2-TZVPD

Geometry as XYZ:
```
14
Properties=species:S:1:pos:R:3:forces:R:3
C -1.141660 1.197709 -1.254420 0.6 -0.4 0.2
C -1.179148 -0.118987 -1.009043 -1.0 0.2 0.0
N -2.399373 -0.768184 -0.824194 -0.1 0.3 -0.6
H -2.049735 1.783991 -1.347122 -0.1 0.0 0.0
H -0.181289 1.691587 -1.213380 -0.1 0.0 -0.2
H -0.329751 -0.771339 -0.898873 0.4 0.4 0.0
H -3.141900 -0.171979 -0.510539 -0.2 -0.3 0.1
H -2.442430 -1.735539 -0.588012 0.2 -0.1 0.3
N 2.812320 -0.215029 1.634168 0.1 -0.5 -0.1
C 1.628534 -0.293807 0.830109 -0.1 0.7 0.1
O 0.746812 -1.081187 1.237455 0.1 -0.4 0.0
O 1.608399 0.462589 -0.169481 0.3 -0.2 0.1
H 3.340029 0.633437 1.560290 0.0 0.2 0.0
H 2.729194 -0.613261 2.553045 -0.1 0.1 0.1
```
Forces are in eV/Å.

Results
**Frontier orbital gap**: 8.19 eV
**2S+1**: 1
**Net charge**: -1
**Energy relative to the best compared isomer or geometry (same formula, charge and spin)**: 0.671 eV